The following is a DFT calculation (ωB97M-V/def2-TZVPD) of the ion C4H6IN2 with charge +1 in a non-equilibrium geometry.

Each line ends with the Mulliken charge.
Cartesian coordinates (Å):
C (0.10, -1.36, -0.04)  0.32
C (0.45, -2.59, 0.02)  -0.24
C (1.89, 0.33, -0.04)  0.05
C (-0.41, 0.99, 0.02)  -0.89
N (0.58, -0.08, -0.06)  0.05
N (2.91, -0.42, 0.01)  -0.59
I (4.83, 0.05, 0.00)  0.29
H (-1.01, -1.35, -0.10)  0.27
H (0.62, -3.63, 0.07)  0.41
H (1.95, 1.42, -0.08)  0.32
H (-0.53, 1.33, 1.05)  0.37
H (-0.11, 1.84, -0.59)  0.33
H (-1.38, 0.65, -0.34)  0.32

**Highest occupied orbital energy (spin up / spin down)**: -0.4690 / -0.4690 Ha
**Energy relative to the best compared isomer or geometry (same formula, charge and spin)**: 520.3 kJ/mol
**Net charge**: +1
**F_max**: 3.01 eV Å⁻¹
**Orbital gap (spin up / spin down)**: 5.56 / 5.56 eV


The following is a DFT calculation (ωB97M-V/def2-TZVPD) of a cluster of 9 separate species, C14H47NO10 in total in a non-equilibrium geometry.

Each line ends with the Mulliken charge.
Cartesian coordinates (Å):
C (-3.32, 1.02, -5.84)  -0.68
O (-2.48, 1.87, -5.10)  -0.37
C (-2.44, 1.44, -3.72)  -0.34
C (-1.13, 1.91, -3.11)  -0.76
N (-0.02, 0.98, -3.21)  0.02
C (1.12, 1.42, -2.48)  -0.85
C (2.37, 0.70, -2.98)  -0.27
O (2.41, 0.93, -4.39)  -0.35
C (3.63, 0.96, -4.98)  -0.91
H (-4.36, 1.24, -5.65)  0.28
H (-3.11, -0.08, -5.61)  0.25
H (-3.20, 1.19, -6.84)  0.30
H (-2.31, 0.38, -3.70)  0.16
H (-3.33, 1.75, -3.11)  0.38
H (-1.27, 2.08, -2.03)  0.41
H (-0.81, 2.91, -3.58)  0.41
H (0.23, 0.90, -4.22)  0.17
H (1.02, 1.33, -1.38)  0.39
H (1.27, 2.47, -2.63)  0.39
H (2.21, -0.35, -2.89)  0.23
H (3.30, 1.07, -2.52)  0.19
H (3.32, 1.03, -6.02)  0.27
H (4.23, 0.10, -4.90)  0.35
H (4.25, 1.79, -4.76)  0.34
C (3.34, 2.62, 2.12)  -0.64
O (2.90, 1.53, 1.31)  -0.32
H (2.49, 3.23, 2.53)  0.19
H (3.85, 2.28, 3.02)  0.26
H (3.90, 3.23, 1.43)  0.24
H (2.18, 1.06, 1.82)  0.42
C (-0.58, -3.64, 5.60)  -0.47
O (-1.27, -3.76, 4.34)  -0.48
H (-0.44, -4.66, 6.05)  0.25
H (0.40, -3.19, 5.42)  0.17
H (-1.09, -3.08, 6.36)  0.24
H (-0.81, -3.20, 3.75)  0.30
C (-4.57, -1.88, -0.09)  -0.65
O (-3.25, -1.27, 0.36)  -0.56
H (-4.94, -1.66, -1.08)  0.28
H (-4.48, -3.02, 0.02)  0.27
H (-5.28, -1.47, 0.63)  0.29
H (-2.53, -1.46, -0.21)  0.25
C (-1.27, 2.39, 3.63)  -0.54
O (-1.06, 0.99, 3.48)  -0.55
H (-2.14, 2.74, 3.02)  0.29
H (-1.49, 2.59, 4.68)  0.25
H (-0.32, 2.81, 3.30)  0.13
H (-1.94, 0.61, 3.18)  0.36
C (5.50, -0.14, -0.32)  -0.19
O (4.80, -0.85, 0.70)  -0.53
H (4.82, 0.47, -1.01)  -0.14
H (6.21, 0.57, 0.13)  0.27
H (6.11, -0.79, -0.89)  0.34
H (4.12, -0.13, 0.83)  0.34
C (-0.25, -2.41, -2.14)  -0.71
O (-1.24, -1.46, -2.01)  -0.55
H (0.53, -2.40, -1.31)  0.24
H (-0.75, -3.35, -2.18)  0.31
H (0.27, -2.26, -3.13)  0.24
H (-0.83, -0.57, -2.32)  0.38
C (2.02, -0.71, 3.94)  -0.60
O (1.43, 0.28, 3.08)  -0.58
H (1.63, -0.43, 4.92)  0.27
H (1.76, -1.72, 3.56)  0.18
H (3.08, -0.59, 3.91)  0.32
H (0.42, 0.40, 3.08)  0.36
C (-3.85, -1.18, 4.07)  -0.63
O (-3.65, -0.45, 2.86)  -0.55
H (-3.47, -0.64, 4.94)  0.24
H (-4.92, -1.31, 4.20)  0.28
H (-3.40, -2.15, 4.01)  0.30
H (-3.49, -1.00, 2.06)  0.44

**Highest occupied orbital energy**: -0.3445 Ha
**Energy relative to the best compared isomer or geometry (same formula, charge and spin)**: 244.9 kJ/mol
**Net charge**: 0
**F_max**: 3.39 eV Å⁻¹
**Orbital gap**: 9.95 eV


The following is a DFT calculation (ωB97M-V/def2-TZVPD) of a cluster of 2 separate species, C4H12N4 in total.

Each line ends with the Mulliken charge.
Cartesian coordinates (Å):
C (0.77, 2.08, -1.00)  -1.04
C (0.94, 0.76, -1.06)  0.21
N (-0.04, -0.20, -1.00)  0.79
N (0.34, -1.52, -1.24)  -0.81
N (-1.39, 0.08, -1.23)  -0.67
N (-2.13, -0.07, -0.01)  -0.42
H (-0.19, 2.56, -0.91)  0.21
H (1.62, 2.74, -1.04)  0.24
H (1.92, 0.33, -1.13)  0.37
H (-0.13, -2.12, -0.57)  0.21
H (0.07, -1.81, -2.18)  0.25
H (-1.47, 1.01, -1.64)  0.24
H (-3.11, -0.16, -0.25)  0.25
H (-2.00, 0.71, 0.64)  0.19
C (0.72, -0.12, 2.32)  -0.50
C (0.88, -1.35, 1.89)  -0.49
H (1.43, 0.67, 2.11)  0.23
H (-0.14, 0.17, 2.92)  0.25
H (0.17, -2.12, 2.11)  0.26
H (1.73, -1.63, 1.29)  0.24

**Highest occupied orbital energy**: -0.2869 Ha
**Energy relative to the best compared isomer or geometry (same formula, charge and spin)**: 426.5 kJ/mol
**Net charge**: 0
**F_max**: 0.70 eV Å⁻¹
**Orbital gap**: 8.89 eV


The following is a DFT calculation (ωB97M-V/def2-TZVPD) of the molecule C6H12O in a non-equilibrium geometry.

Each line ends with the Mulliken charge.
Cartesian coordinates (Å):
C (0.76, -1.38, -1.40)  -1.34
C (-0.17, -1.29, -0.20)  0.38
O (0.45, -1.83, 1.00)  -0.44
C (0.46, -0.54, 1.62)  -0.56
C (-0.40, 0.06, 0.52)  0.65
C (-1.55, 1.18, 0.29)  -1.21
C (0.51, 1.43, -0.24)  -1.49
H (0.94, -2.43, -1.65)  0.38
H (0.30, -0.89, -2.27)  0.31
H (1.73, -0.92, -1.20)  0.27
H (-1.10, -1.84, -0.43)  0.31
H (1.49, -0.14, 1.66)  0.23
H (0.06, -0.57, 2.63)  0.29
H (-2.35, 0.50, 0.09)  0.42
H (-1.70, 1.97, -0.48)  0.30
H (-1.77, 1.70, 1.21)  0.31
H (0.30, 1.68, -1.30)  0.35
H (1.45, 0.93, -0.18)  0.49
H (0.59, 2.38, 0.33)  0.34

**Highest occupied orbital energy**: -0.3113 Ha
**Energy relative to the best compared isomer or geometry (same formula, charge and spin)**: 439.1 kJ/mol
**Net charge**: 0
**F_max**: 7.41 eV Å⁻¹
**Orbital gap**: 9.45 eV